This record from the Open Molecules 2025 dataset describes a cluster of 15 separate species, C2H33O15 in total at a distorted geometry. The level of theory is ωB97M-V with the def2-TZVPD basis set.

Bonds (Å) are listed after each position.
CARTESIAN COORDINATES (ANGSTROEM)
1 C -8.51 -28.61 -5.75  C2 1.527, H4 1.124, H5 1.073, H6 1.095
2 C -8.35 -27.22 -6.36  C1 1.527, O3 1.391, H7 1.060, H8 1.129
3 O -9.04 -26.30 -5.59  C2 1.391
4 H -9.57 -28.91 -5.98  C1 1.124
5 H -8.40 -28.64 -4.68  C1 1.073
6 H -7.95 -29.41 -6.24  C1 1.095
7 H -8.58 -27.19 -7.40  C2 1.060
8 H -7.27 -26.92 -6.27  C2 1.129
9 O -6.37 -24.32 -5.98  H10 0.957, H11 0.996
10 H -7.12 -24.22 -5.39  O9 0.957
11 H -6.64 -24.90 -6.74  O9 0.996
12 O -11.32 -27.01 -7.54  H13 0.956, H14 0.964
13 H -10.44 -26.73 -7.30  O12 0.956
14 H -11.81 -27.12 -6.72  O12 0.964
15 O -9.65 -27.73 -9.75  H16 0.946, H17 0.973
16 H -10.18 -27.84 -8.98  O15 0.946
17 H -9.92 -26.85 -10.07  O15 0.973
18 O -6.39 -25.40 -8.54  H19 0.932, H20 0.968
19 H -6.25 -25.09 -9.41  O18 0.932
20 H -6.20 -26.35 -8.60  O18 0.968
21 O -7.89 -26.57 -3.26  H22 0.961, H23 0.938
22 H -8.18 -26.51 -4.18  O21 0.961
23 H -7.92 -27.50 -3.19  O21 0.938
24 O -11.62 -27.42 -4.95  H25 0.963, H26 0.941
25 H -10.74 -27.17 -5.24  O24 0.963
26 H -11.51 -27.84 -4.12  O24 0.941
27 O -5.34 -27.71 -7.96  H28 0.983, H29 0.953
28 H -4.97 -26.96 -7.46  O27 0.983
29 H -4.75 -28.42 -7.75  O27 0.953
30 O -9.57 -24.92 -10.21  H31 0.958, H32 0.969
31 H -9.24 -25.26 -9.38  O30 0.958
32 H -8.71 -24.75 -10.62  O30 0.969
33 O -9.01 -24.61 -7.51  H34 0.979, H35 0.936
34 H -8.87 -25.27 -6.80  O33 0.979
35 H -9.78 -24.13 -7.28  O33 0.936
36 O -7.02 -29.07 -2.48  H37 0.978, H38 0.940
37 H -6.20 -29.59 -2.56  O36 0.978
38 H -7.28 -29.11 -1.58  O36 0.940
39 O -5.24 -26.45 -4.34  H40 0.989, H41 0.982
40 H -6.21 -26.59 -4.27  O39 0.989
41 H -4.93 -27.37 -4.50  O39 0.982
42 O -5.66 -29.08 -5.53  H43 0.945, H44 0.924
43 H -5.95 -28.73 -6.35  O42 0.945
44 H -6.39 -29.24 -4.99  O42 0.924
45 O -6.89 -27.87 -10.22  H46 0.975, H47 0.949
46 H -6.35 -28.05 -9.43  O45 0.975
47 H -7.78 -27.89 -9.91  O45 0.949
48 O -8.52 -23.83 -4.58  H49 0.963, H50 0.952
49 H -8.99 -24.66 -4.73  O48 0.963
50 H -9.07 -23.15 -4.98  O48 0.952

Values from the calculation:
Relative energy (zero: lowest compared OMol25 entry of this formula, charge and spin): 154.9 kJ/mol
HOMO: -0.2147 Eh
2S+1: 1
Frontier orbital gap: 8.097 eV
Charge: -1
Total energy: -33323.896 eV